No. 1
A structure of composition C23H17BiN6O3SbSe5 at a distorted geometry, computed with ωB97M-V/def2-TZVPD.

```
56
Properties=species:S:1:pos:R:3
Bi -0.355 -1.273 0.722
Sb -3.322 -2.891 2.014
Se 2.845 -1.098 -1.493
Se -5.333 -1.866 1.129
Se -1.616 -3.429 0.148
Se -3.635 -4.727 3.554
Se -1.625 -1.168 3.003
O 1.089 -2.789 -0.460
O -2.299 -0.199 -0.655
O 3.011 -3.900 -0.434
N -4.241 4.485 2.864
N 3.342 -0.030 -2.819
N -2.446 -0.720 -1.812
N 1.681 0.091 -0.861
N 1.511 -1.899 2.074
N -0.756 1.444 1.652
C -2.036 3.238 2.548
C 4.054 -2.116 3.159
C -2.745 -1.917 -4.278
C 1.796 3.202 -3.548
C -1.554 -1.295 -3.932
C 2.606 1.088 -2.770
C 1.815 -1.285 3.214
C -0.865 3.815 3.076
C 1.677 1.159 -1.675
C 0.341 3.177 2.869
C 2.163 -3.188 0.095
C -3.619 -1.291 -2.144
C 2.654 2.134 -3.698
C 3.742 -2.737 1.970
C 0.896 3.269 -2.481
C -3.784 -1.911 -3.357
C 0.829 2.265 -1.542
C 2.460 -2.609 1.447
C -3.267 3.887 2.722
C -1.913 2.035 1.839
C -1.424 -0.712 -2.693
C 3.059 -1.361 3.796
C 0.349 1.989 2.149
H 1.016 -0.721 3.683
H -4.731 -2.386 -3.561
H -2.859 -2.408 -5.231
H 3.353 2.076 -4.522
H 1.814 3.999 -4.280
H 5.042 -2.207 3.589
H 4.449 -3.321 1.399
H 3.254 -0.836 4.719
H -0.925 4.735 3.639
H 0.237 4.122 -2.400
H -2.770 1.523 1.424
H 1.266 1.442 1.964
H -0.719 -1.267 -4.615
H -0.508 -0.245 -2.361
H 0.124 2.297 -0.724
H 1.255 3.589 3.269
H -4.387 -1.256 -1.381
```

Summary:
E = -378320.68093 eV
Gap between HOMO and LUMO (spin up / spin down) = 4.108 / 6.202 eV
LUMO level (spin up / spin down) = 3.880 / 3.881 eV
Total charge = -2
Spin multiplicity = 2
Energy above the lowest of the compared OMol25 structures with the same formula, charge and spin = 0.388 eV
E_HOMO (spin up / spin down) = -0.2 / -2.3 eV

***

No. 2
A cluster of 2 separate species, C2H8N3O in total at a distorted geometry, computed with ωB97M-V/def2-TZVPD.

```
14
Properties=species:S:1:pos:R:3
O -0.611 0.397 -0.342
N 0.836 -1.519 1.149
N -2.178 0.036 -1.975
N 1.480 0.819 1.020
C -1.552 0.849 -1.112
C 1.701 -0.477 1.214
H 1.834 1.598 1.586
H 2.818 -0.624 1.463
H 1.218 -2.504 1.306
H -1.728 -0.843 -2.192
H -0.144 -1.154 1.015
H -2.312 0.579 -2.830
H -1.871 1.928 -0.955
H 0.509 0.914 0.652
```

Summary:
E = -8718.28253 eV
Gap between HOMO and LUMO (spin up / spin down) = 3.921 / 8.966 eV
LUMO level (spin up / spin down) = 0.642 / 0.624 eV
Total charge = 0
Spin multiplicity = 2
Energy above the lowest of the compared OMol25 structures with the same formula, charge and spin = 1.526 eV
E_HOMO (spin up / spin down) = -3.3 / -8.3 eV

***

No. 3
An isolated molecule of C4H5N2OP at a distorted geometry, computed with ωB97M-V/def2-TZVPD.

```
13
Properties=species:S:1:pos:R:3
P 2.523 -0.939 0.067
O 0.453 -2.852 -0.100
N 0.475 0.642 0.144
N 0.827 -0.600 0.016
C 2.745 0.742 0.118
C -1.478 -1.319 0.004
C 1.558 1.401 0.054
C -0.077 -1.778 -0.027
H -2.164 -1.892 0.600
H -1.596 -0.211 0.321
H 3.814 1.222 0.105
H -1.753 -1.666 -1.028
H 1.451 2.489 -0.052
```

Summary:
SMILES string = CC(=O)n1nccp1
E = -18544.33379 eV
Gap between HOMO and LUMO = 9.131 eV
LUMO level = -0.006 eV
Total charge = 0
Spin multiplicity = 1
Energy above the lowest of the compared OMol25 structures with the same formula, charge and spin = 0.346 eV
E_HOMO = -9.1 eV

***

No. 4
An isolated molecule of C7H10 at a distorted geometry, computed with ωB97M-V/def2-TZVPD.

```
17
Properties=species:S:1:pos:R:3
C -0.270 0.581 0.976
C -0.429 -1.703 0.144
C 0.082 1.175 -1.508
C 0.837 -1.394 0.342
C 0.579 1.198 -0.094
C -1.384 -0.587 0.498
C 1.131 0.010 0.666
H 0.878 1.427 -2.214
H -0.295 1.051 1.968
H -0.307 0.185 -1.757
H -0.696 -2.652 -0.326
H 1.614 -2.134 0.481
H 2.075 0.175 1.191
H -0.731 1.903 -1.608
H 1.102 2.124 0.174
H -2.007 -0.792 1.378
H -2.179 -0.566 -0.309
```

Summary:
SMILES string = C[C@@H]1[C@@H]2C=CC[C@H]12
E = -7418.79193 eV
Gap between HOMO and LUMO = 9.491 eV
LUMO level = 1.162 eV
Total charge = 0
Spin multiplicity = 1
Energy above the lowest of the compared OMol25 structures with the same formula, charge and spin = 2.243 eV
E_HOMO = -8.3 eV

***

No. 5
An isolated molecule of C13H15FN6O3 at a distorted geometry, computed with ωB97M-V/def2-TZVPD.

```
38
Properties=species:S:1:pos:R:3
F -1.433 1.108 5.789
O -4.178 -0.396 -1.190
O -3.867 -0.186 -3.288
O 3.170 -1.549 -0.398
N -2.410 0.366 0.520
N -0.161 0.393 -0.524
N 0.103 0.475 -2.905
N -3.550 -0.194 -2.127
N -1.565 0.041 -4.265
N 1.953 0.611 -1.496
C -1.377 0.225 -0.553
C -2.020 0.371 1.765
C 0.667 0.295 -1.641
C -2.783 0.194 4.027
C -1.194 0.244 -3.118
C -1.619 0.826 4.454
C 3.782 -0.271 -0.226
C -1.927 0.178 -1.878
C -0.595 1.032 3.455
C -0.719 1.086 2.173
C 2.747 0.778 -0.163
C 4.299 -2.638 -0.507
C -3.085 0.436 2.651
H 4.387 -0.271 0.654
H 0.465 1.468 3.874
H -3.311 0.121 4.877
H 2.867 1.634 0.067
H 1.992 0.293 0.548
H -2.629 -0.054 -4.641
H 4.885 -2.428 0.385
H 2.447 0.737 -2.366
H -1.076 0.069 -5.145
H -3.949 -0.180 2.467
H 4.979 -2.606 -1.350
H 3.816 -3.497 -0.601
H 0.020 1.190 1.551
H 4.238 -0.004 -1.107
H -3.371 0.106 0.235
```

Summary:
SMILES string = COCCNc1nc(N)c([N+](=O)[O-])c(Nc2ccc(F)cc2)n1
E = -31513.95485 eV
Gap between HOMO and LUMO = 7.839 eV
LUMO level = 0.501 eV
Total charge = 0
Spin multiplicity = 1
E_HOMO = -7.3 eV

***

No. 6
An isolated molecule of C8H13N3O2 at a distorted geometry, computed with ωB97M-V/def2-TZVPD.

```
26
Properties=species:S:1:pos:R:3
O -1.126 -2.036 -2.340
O -0.744 -0.882 -0.422
N -1.619 1.261 0.249
N 1.800 -1.829 -0.497
N -0.268 -1.725 -1.474
C 2.034 -0.710 0.074
C 1.788 0.639 -0.541
C -3.017 0.896 0.053
C 2.874 -0.779 1.291
C 0.545 1.153 -0.841
C -0.821 0.483 -0.659
C -1.275 1.140 1.613
C 0.947 -2.231 -1.454
H -0.173 1.344 1.912
H 1.202 -2.941 -2.284
H 2.321 -0.651 2.293
H -3.245 -0.160 -0.020
H 2.687 1.217 -0.745
H -1.289 0.705 -1.636
H 3.736 0.000 1.347
H -1.430 0.103 2.038
H 0.550 2.111 -1.375
H -1.736 2.007 2.173
H -3.556 1.309 0.885
H -3.221 1.446 -0.826
H 3.035 -1.871 1.185
```

Summary:
E = -17063.73654 eV
Gap between HOMO and LUMO (spin up / spin down) = 6.767 / 7.807 eV
LUMO level (spin up / spin down) = 0.882 / -1.639 eV
Total charge = 0
Spin multiplicity = 3
Energy above the lowest of the compared OMol25 structures with the same formula, charge and spin = 1.398 eV
E_HOMO (spin up / spin down) = -5.9 / -9.4 eV

***

No. 7
A cluster of 2 separate species, C4H11INO in total at a distorted geometry, computed with ωB97M-V/def2-TZVPD.

```
18
Properties=species:S:1:pos:R:3
I -2.602 1.315 4.212
O 0.682 -0.821 -1.440
N -0.006 1.735 1.246
C 0.012 0.259 -0.750
C 0.678 0.650 0.561
C 0.744 -0.604 1.445
C -0.037 -1.253 -2.599
H -0.219 -1.114 1.453
H -0.439 -0.432 -3.193
H 1.463 -1.322 1.051
H 0.567 -1.882 -3.254
H -0.567 1.467 2.042
H -1.028 0.013 -0.539
H 1.673 1.028 0.324
H -0.172 1.091 -1.429
H 0.994 -0.354 2.476
H -0.936 -1.792 -2.301
H -0.806 2.014 0.696
```

Summary:
E = -15962.94190 eV
Gap between HOMO and LUMO (spin up / spin down) = 10.357 / 5.932 eV
LUMO level (spin up / spin down) = 0.848 / -3.564 eV
Total charge = 0
Spin multiplicity = 2
Energy above the lowest of the compared OMol25 structures with the same formula, charge and spin = 0.000 eV
E_HOMO (spin up / spin down) = -9.5 / -9.5 eV

***

- The highest spin multiplicity belongs to which entry?
  C8H13N3O2

***

- Which value of E does entry 1 give?
  -378320.68093 eV

***

Please write out number 2 again, unchanged.
A cluster of 2 separate species, C2H8N3O in total at a distorted geometry, computed with ωB97M-V/def2-TZVPD.

```
14
Properties=species:S:1:pos:R:3
O -0.611 0.397 -0.342
N 0.836 -1.519 1.149
N -2.178 0.036 -1.975
N 1.480 0.819 1.020
C -1.552 0.849 -1.112
C 1.701 -0.477 1.214
H 1.834 1.598 1.586
H 2.818 -0.624 1.463
H 1.218 -2.504 1.306
H -1.728 -0.843 -2.192
H -0.144 -1.154 1.015
H -2.312 0.579 -2.830
H -1.871 1.928 -0.955
H 0.509 0.914 0.652
```

Summary:
E = -8718.28253 eV
Gap between HOMO and LUMO (spin up / spin down) = 3.921 / 8.966 eV
LUMO level (spin up / spin down) = 0.642 / 0.624 eV
Total charge = 0
Spin multiplicity = 2
Energy above the lowest of the compared OMol25 structures with the same formula, charge and spin = 1.526 eV
E_HOMO (spin up / spin down) = -3.3 / -8.3 eV

***

- Number 2 is which compound?
  C2H8N3O